1.
The following is a DFT calculation (ωB97M-V/def2-TZVPD) of the molecule C20H20F3NO3S in a non-equilibrium geometry.

Its HOMO-LUMO gap is 9.32 eV. As for the SMILES: C[C@]12CC[C@@H]3c4ccc(C#N)cc4CC[C@H]3[C@@H]1CC=C2OS(=O)(=O)C(F)(F)F. The value obtained for the LUMO energy is -0.001 eV. As for the total charge: 0.

Positions of all 48 atoms, in Å:
H: -0.724 0.558 2.187
F: -3.330 2.058 -5.315
H: 0.355 -1.811 0.544
H: -0.132 -0.873 -1.253
F: -4.906 2.830 -4.068
C: 0.476 -0.818 1.054
C: 3.684 -1.340 3.037
H: -1.295 0.911 -4.078
C: 1.860 -2.354 4.285
C: -4.463 1.684 -4.623
O: -3.265 1.202 -2.075
O: -3.298 -0.815 -3.741
H: -2.001 2.885 -0.294
C: 1.429 -1.129 2.220
O: -5.364 -0.140 -2.681
H: -2.246 -0.911 -0.035
H: -2.734 0.532 0.868
H: 4.728 -1.081 2.981
C: 0.074 0.195 -1.094
F: -5.412 1.310 -5.496
C: 0.970 -1.863 3.335
C: -1.083 2.303 -0.160
H: 3.661 0.836 1.201
S: -4.115 0.382 -3.310
N: 4.767 -2.802 6.114
H: 4.348 -0.685 0.577
C: 2.821 -0.905 2.064
H: 1.547 -2.974 5.131
C: 0.357 0.730 -2.491
C: 3.414 -0.208 0.881
C: -1.873 0.021 0.433
C: 2.496 -0.123 -0.368
C: -0.862 -0.327 1.546
H: 2.519 -1.076 -0.882
C: 4.121 -2.466 5.195
H: 0.931 -0.033 -3.078
H: -0.310 2.837 -0.733
C: 1.063 0.200 0.087
C: -1.911 0.987 -2.004
C: -1.027 0.892 -3.021
H: 0.886 1.643 -2.483
H: -1.283 -1.132 2.146
H: -0.807 2.350 0.901
H: -0.050 -2.130 3.478
C: -1.237 0.865 -0.682
C: 3.227 -2.066 4.159
H: 2.883 0.686 -1.054
H: 1.110 1.165 0.595

2.
The following is a DFT calculation (ωB97M-V/def2-TZVPD) of the molecule C6H10N2 in a non-equilibrium geometry.

Its HOMO-LUMO gap is 9.12 eV. As for the SMILES: C1CN2[C@H]3[C@H]1NC[C@H]32. Its relative energy (zero: lowest compared OMol25 entry of this formula, charge and spin) is 857.9 kJ/mol. The value obtained for the LUMO energy is 0.952 eV. As for the total charge: 0.

Positions of all 18 atoms, in Å:
C: 0.892 -1.152 -0.149
C: -1.798 -0.311 0.608
N: -0.673 -1.217 0.105
H: -2.097 2.044 0.363
C: -1.648 1.062 -0.186
H: -0.139 -0.748 -1.851
H: 1.816 -0.084 1.642
H: 2.967 -0.072 0.292
C: 1.830 -0.088 0.581
H: 1.861 1.917 0.443
C: 0.020 -0.454 -0.849
N: 1.434 1.105 -0.186
H: 1.303 -2.092 -0.762
H: -2.259 0.740 -1.087
H: -2.855 -0.665 0.323
C: 0.004 0.901 -0.240
H: 0.076 0.508 0.851
H: -1.803 -0.512 1.761

3.
The following is a DFT calculation (ωB97M-V/def2-TZVPD) of the molecule C6H12O.

Its HOMO-LUMO gap is 10.76 eV. As for the SMILES: COCC1(C)CC1. Its relative energy (zero: lowest compared OMol25 entry of this formula, charge and spin) is 148.5 kJ/mol. The value obtained for the LUMO energy is 1.030 eV. As for the total charge: 0.

Positions of all 19 atoms, in Å:
H: -0.356 -0.141 2.071
H: 2.080 0.897 1.446
H: -0.411 -1.574 -1.130
H: 1.740 0.529 -1.633
C: 0.427 -1.572 -0.426
O: -1.793 -0.227 0.687
H: 2.818 -0.438 0.448
C: 1.351 0.836 -0.665
C: 0.615 -0.189 0.155
H: -2.530 1.510 -0.165
H: -3.324 -0.013 -0.616
H: 0.199 -2.305 0.355
H: -0.533 1.359 1.139
C: 1.991 0.258 0.568
C: -0.524 0.257 1.065
H: 1.326 -1.896 -0.962
H: -1.733 0.389 -1.305
C: -2.359 0.451 -0.404
H: 1.015 1.871 -0.627

4.
The following is a DFT calculation (ωB97M-V/def2-TZVPD) of a cluster of 2 separate species, CH6S3 in total in a non-equilibrium geometry.

Its HOMO-LUMO gap (alpha / beta) is 4.67 / 1.78 eV. As for the multiplicity: 2. Its relative energy (zero: lowest compared OMol25 entry of this formula, charge and spin) is 176.0 kJ/mol. The value obtained for the LUMO energy (alpha / beta) is -7.046 / -9.942 eV. The expectation value of S² is 0.755. As for the total charge: +1.

Positions of all 10 atoms, in Å:
H: 4.595 1.877 0.314
C: -3.000 -0.443 -0.267
S: -1.187 -0.218 -0.501
H: 3.021 -0.673 0.878
H: -3.363 0.324 -1.032
S: 3.900 -0.411 -0.109
H: -3.258 -1.475 -0.601
H: -3.346 -0.127 0.786
S: 3.438 1.776 -0.197
H: -0.801 -0.631 0.727

5.
The following is a DFT calculation (ωB97M-V/def2-TZVPD) of a cluster of 8 separate species, C5H25NO7 in total in a non-equilibrium geometry.

Its HOMO-LUMO gap is 9.06 eV. As for the SMILES: C=C(C)CCN.O.O.O.O.O.O.O. Its relative energy (zero: lowest compared OMol25 entry of this formula, charge and spin) is 433.3 kJ/mol. The value obtained for the LUMO energy is 0.137 eV. As for the total charge: 0.

Positions of all 38 atoms, in Å:
H: -2.731 0.905 -2.213
C: -1.098 -1.406 -0.905
H: 1.393 2.342 1.892
H: -0.198 -2.600 0.674
H: 0.811 -3.509 1.525
H: -2.370 -2.901 -0.078
H: -0.569 2.351 2.587
O: -2.180 -1.257 2.081
H: -1.341 -3.704 -1.522
C: -1.889 -2.740 -1.111
H: -0.414 0.420 -2.723
C: -2.043 0.964 -1.357
H: 2.128 0.345 -1.839
O: 0.934 3.477 -0.208
H: -1.845 -0.118 0.540
O: 1.553 1.615 2.501
H: 3.304 0.379 -1.104
H: 1.686 3.054 -0.820
C: -2.079 -0.367 -0.568
H: 0.398 2.737 0.042
H: -0.005 1.372 -1.306
H: -2.241 1.862 -0.799
H: 0.913 -0.572 -0.732
H: -0.625 3.116 1.437
H: -2.667 -2.745 -1.985
H: 3.676 -0.547 0.784
H: 1.003 0.891 2.204
O: 0.630 -2.704 1.270
C: 0.257 -1.303 -1.031
H: 0.882 -2.114 -1.498
H: 2.604 -1.604 0.283
H: -1.461 -1.594 2.654
H: -2.085 -0.355 1.978
N: -0.678 1.222 -2.024
O: 2.897 -0.642 0.308
O: 3.068 0.273 -2.007
H: -3.165 -0.615 -0.510
O: -0.803 2.208 1.620

6.
The following is a DFT calculation (ωB97M-V/def2-TZVPD) of the molecule C4H5ClF2OS in a non-equilibrium geometry.

Its HOMO-LUMO gap is 9.67 eV. Its relative energy (zero: lowest compared OMol25 entry of this formula, charge and spin) is 93.0 kJ/mol. The value obtained for the LUMO energy is 0.510 eV. As for the total charge: 0.

Positions of all 14 atoms, in Å:
Cl: 3.693 -1.188 0.554
O: 0.066 1.332 -1.603
H: -2.098 1.195 0.349
F: 1.700 -1.209 -1.208
H: -1.169 0.323 1.590
C: 1.453 0.486 0.465
H: -0.992 -0.441 -1.213
S: 0.063 1.520 -0.136
H: -1.235 -1.447 0.169
C: 2.192 -0.600 -0.160
C: -1.635 -0.603 -0.322
F: 1.938 0.942 1.605
H: -2.586 -0.847 -0.686
C: -1.391 0.538 0.596

7.
The following is a DFT calculation (ωB97M-V/def2-TZVPD) of the molecule C20H25ClN2O5S.

Its HOMO-LUMO gap is 8.22 eV. As for the SMILES: COc1ccc(CCNC(=O)CN(Cc2ccc(Cl)cc2)S(C)(=O)=O)cc1OC. Its relative energy (zero: lowest compared OMol25 entry of this formula, charge and spin) is 17.2 kJ/mol. The value obtained for the LUMO energy is 0.375 eV. As for the total charge: 0.

Positions of all 54 atoms, in Å:
H: -1.425 0.133 0.191
H: -1.275 -6.081 -1.228
H: -1.705 3.820 -4.445
C: -1.211 0.529 -0.803
H: -0.460 7.925 0.215
S: -1.319 -4.289 0.350
N: 0.023 -1.539 -1.211
C: -1.618 -5.983 -0.207
H: 0.068 -4.129 -1.873
N: 0.316 -4.142 0.164
H: -1.145 2.141 1.393
C: 0.087 -0.095 -1.311
H: -1.039 2.248 -2.859
C: 1.607 0.308 2.092
C: -0.917 4.073 0.520
C: -0.760 4.339 -4.254
C: -0.997 2.769 -1.915
H: 0.072 3.637 -4.376
C: -0.806 4.812 -0.643
O: 2.209 -1.905 -1.661
O: -1.644 -4.213 1.741
H: 1.750 -4.359 -1.326
H: 0.260 6.565 1.111
H: -1.077 -6.644 0.455
C: 0.411 -0.325 2.397
C: -0.852 4.143 -1.887
H: 0.939 0.256 -0.721
H: -0.402 0.235 2.832
H: 0.270 0.191 -2.353
Cl: 1.776 2.003 2.382
H: -2.028 0.241 -1.469
H: -2.683 -6.167 -0.145
H: 2.121 -4.354 1.152
C: 1.103 -2.312 -1.364
H: -0.871 -1.970 -1.003
C: -1.096 2.028 -0.738
H: 3.350 -2.310 0.896
C: 0.277 -1.678 2.147
H: -0.888 4.558 1.482
H: -0.651 -2.181 2.374
C: -0.591 6.882 0.500
C: 1.330 -2.407 1.606
H: 3.592 0.097 1.320
O: -2.006 -3.402 -0.556
C: 0.819 -3.811 -1.148
C: 2.667 -0.404 1.556
H: 0.649 -4.358 2.161
C: 2.525 -1.760 1.320
C: -1.059 2.693 0.470
C: 1.151 -3.877 1.320
H: -1.513 6.780 1.082
H: -0.648 5.154 -4.968
O: -0.746 4.943 -2.986
O: -0.658 6.165 -0.707

8.
The following is a DFT calculation (ωB97M-V/def2-TZVPD) of the molecule C18H30N4O5S2 in a non-equilibrium geometry.

Its HOMO-LUMO gap is 9.83 eV. As for the SMILES: CC[C@@H](C)NC(=O)Cn1cc(S(=O)(=O)N2CCCC2)c(S(=O)(=O)N2CCCC2)c1. Its relative energy (zero: lowest compared OMol25 entry of this formula, charge and spin) is 0.0 kJ/mol. The value obtained for the LUMO energy is 0.571 eV. As for the total charge: 0.

Positions of all 59 atoms, in Å:
H: -2.896 -1.316 1.608
C: 0.570 0.262 -2.230
C: -1.094 0.531 -0.761
C: 1.295 5.660 -0.821
H: -0.652 4.608 0.872
H: -0.866 -5.536 -1.526
H: 2.046 3.816 -1.739
O: 0.946 -3.444 -3.899
C: 1.456 -3.493 0.055
H: 2.041 -1.594 -0.817
H: 0.130 -1.121 -4.532
C: 0.692 -4.094 -1.130
O: 2.576 1.893 -0.760
H: 1.099 6.292 1.270
H: -0.551 -2.415 -1.326
H: 1.939 -4.308 0.596
C: -1.893 0.012 4.093
H: -1.154 -2.011 3.979
C: -0.434 -1.482 -3.669
H: -2.458 -0.801 -1.871
C: 2.504 -2.474 -0.377
C: 1.369 5.415 0.685
H: 0.745 -3.015 0.735
C: -1.998 -1.432 3.605
H: 1.394 -4.558 -1.831
C: 1.101 4.251 -1.402
H: -1.446 -1.737 -3.993
H: 3.085 -2.146 0.480
O: -3.373 0.461 0.404
C: 0.385 4.261 0.863
N: 0.582 3.434 -0.315
H: 0.429 6.281 -1.052
H: 0.560 3.654 1.748
C: -1.909 -1.299 2.077
H: 2.372 5.091 0.966
C: -1.503 -0.329 -1.750
H: -2.862 0.507 4.021
C: -0.336 -5.126 -0.670
C: 0.267 -2.769 -3.162
C: -0.929 0.617 3.075
N: -0.490 -0.478 -2.646
S: 1.289 1.953 -0.112
N: 0.028 -3.038 -1.870
O: 1.215 1.548 1.260
H: 1.497 0.293 -2.767
H: -1.010 1.695 2.964
S: -2.041 0.945 0.673
C: 0.230 0.904 -1.065
H: -1.059 -4.668 0.003
H: -2.921 -1.918 3.917
H: -1.296 -2.093 1.637
H: -1.526 0.088 5.114
N: -1.296 -0.006 1.814
H: 2.187 6.142 -1.217
H: 0.393 4.245 -2.235
H: 3.181 -2.912 -1.107
H: 0.111 0.363 3.295
O: -1.879 2.330 0.990
H: 0.158 -5.939 -0.147

9.
The following is a DFT calculation (ωB97M-V/def2-TZVPD) of the molecule CH2BF3 in a non-equilibrium geometry.

Its HOMO-LUMO gap is 11.46 eV. Its relative energy (zero: lowest compared OMol25 entry of this formula, charge and spin) is 205.6 kJ/mol. The value obtained for the LUMO energy is 0.010 eV. As for the total charge: 0.

Positions of all 7 atoms, in Å:
F: -0.439 -1.107 1.502
H: 0.962 0.996 -1.141
F: -0.947 0.887 1.360
F: -0.982 -0.046 -0.808
B: 0.514 0.124 -0.697
C: -0.175 -0.012 0.844
H: 1.067 -0.841 -1.060

10.
The following is a DFT calculation (ωB97M-V/def2-TZVPD) of the molecule C2H2Cl2OS in a non-equilibrium geometry.

Its HOMO-LUMO gap is 9.07 eV. As for the SMILES: OC(=S)C(Cl)Cl. Its relative energy (zero: lowest compared OMol25 entry of this formula, charge and spin) is 87.0 kJ/mol. The value obtained for the LUMO energy is -0.569 eV. As for the total charge: 0.

Positions of all 8 atoms, in Å:
O: -1.387 -0.057 0.804
C: -0.466 -0.345 -0.270
H: 1.235 0.795 -0.958
H: -2.066 -0.659 0.762
Cl: 0.690 2.013 0.699
C: 0.836 0.432 -0.081
Cl: 1.826 -0.891 0.646
S: -0.667 -1.288 -1.602

11.
The following is a DFT calculation (ωB97M-V/def2-TZVPD) of a structure of composition C13H16AlF15O17S5 in a non-equilibrium geometry.

Its HOMO-LUMO gap is 1.64 eV. Its relative energy (zero: lowest compared OMol25 entry of this formula, charge and spin) is 344.0 kJ/mol. The value obtained for the LUMO energy is -2.830 eV. As for the total charge: -2.

Positions of all 67 atoms, in Å:
C: 4.719 -2.272 -2.839
C: -0.619 7.066 0.128
H: 3.857 0.541 0.367
F: 2.427 4.409 -6.538
F: 5.437 -3.075 -3.560
F: -4.078 -1.775 -6.757
H: 4.340 -0.056 3.957
Al: -1.304 0.236 -0.098
C: 4.460 0.985 3.655
O: -3.429 -4.206 -0.047
H: -3.076 1.165 7.246
O: 2.695 -4.060 -3.266
F: -5.246 -7.592 0.139
H: -0.347 -1.212 5.615
O: -2.870 -6.332 -1.138
O: -0.059 5.498 2.331
H: -1.797 -1.978 5.078
H: 5.483 -0.107 2.146
O: 2.812 1.016 2.005
F: 2.817 3.543 -4.679
H: -1.393 -0.385 7.564
H: -2.503 2.052 4.711
C: -4.965 -6.355 0.666
H: 5.905 1.586 2.327
H: -3.964 0.219 6.076
H: 2.887 2.546 3.437
F: -1.115 7.887 1.048
C: 3.044 1.474 3.313
H: 5.085 1.523 4.367
F: 5.104 -0.989 -3.211
F: -1.324 6.963 -1.028
C: -2.128 -0.663 6.807
C: 3.968 1.148 1.266
H: -2.663 -1.540 7.171
H: -1.231 1.623 5.670
O: -1.746 0.063 4.498
O: -2.427 -2.281 -4.135
C: -4.044 -2.984 -6.258
O: -1.771 4.619 1.025
C: 1.852 4.041 -5.433
F: -4.187 -6.598 1.750
O: 2.980 -2.243 -4.805
F: 0.656 7.403 -0.238
H: 4.006 2.172 0.896
C: 5.069 0.888 2.311
S: -2.341 -3.090 -5.339
O: 0.183 2.124 -4.302
H: 2.345 1.116 4.067
C: -2.132 1.179 5.246
S: 0.574 2.590 -5.660
F: 4.830 -2.492 -1.520
C: -2.958 0.475 6.411
F: 1.205 5.060 -4.817
O: -0.599 3.195 -6.339
O: -1.348 -2.515 -6.301
O: 2.120 -1.741 -2.564
S: -0.457 5.315 0.974
F: -4.029 -3.877 -7.249
O: -4.903 -5.083 -1.723
F: -5.096 -3.103 -5.501
F: -6.094 -5.633 0.916
S: 2.970 -2.601 -3.348
O: 1.161 1.495 -6.429
C: -1.412 -1.036 5.469
S: -3.939 -5.398 -0.668
O: 0.388 4.442 0.095
O: -1.790 -4.389 -4.956

12.
The following is a DFT calculation (ωB97M-V/def2-TZVPD) of a cluster of 2 separate species, C8H19BIN6O6P in total in a non-equilibrium geometry.

Its HOMO-LUMO gap is 5.78 eV. Its relative energy (zero: lowest compared OMol25 entry of this formula, charge and spin) is 0.0 kJ/mol. The value obtained for the LUMO energy is -1.072 eV. As for the total charge: 0.

Positions of all 42 atoms, in Å:
H: -0.760 -1.560 3.925
N: -1.503 -1.535 1.985
H: -0.897 2.084 0.072
C: -0.320 -1.401 -2.775
H: 0.358 0.663 5.913
H: 0.685 2.987 4.426
H: 1.533 3.464 -0.874
H: 2.603 1.671 3.771
H: 0.737 -1.461 -3.012
H: 1.687 -3.529 -0.250
N: -0.638 0.440 1.373
C: -0.865 0.844 -3.491
N: 0.733 0.150 5.126
H: -0.113 2.437 1.556
H: -0.518 -2.143 -2.010
O: 1.132 -5.406 -2.433
O: 1.848 -3.266 -2.271
O: 1.379 -4.429 -0.413
C: 1.457 -4.391 -1.837
H: 0.102 0.897 -3.980
O: -3.036 0.594 -1.838
H: -2.389 -1.728 -0.239
H: -3.673 -0.071 -2.121
H: -1.230 1.828 -3.224
O: -0.019 2.432 4.067
H: 2.052 2.126 -1.829
H: -1.579 0.404 -4.187
N: -0.722 -0.039 -2.317
C: 1.213 1.609 0.100
B: -1.857 -0.076 -1.494
N: -0.294 0.152 2.690
N: -1.882 -0.855 -0.207
H: -0.888 -1.669 -3.668
C: -0.190 1.675 0.787
P: 0.635 0.979 3.837
I: 1.892 -0.394 -0.207
H: 1.923 2.060 0.779
C: 1.256 2.453 -1.175
C: -0.847 -1.043 2.989
C: -1.354 -0.629 0.982
O: 2.049 1.175 3.155
H: 0.299 2.501 -1.681

Number 1: total energy -47682.5818 eV. Number 2: total energy -9355.5451 eV. Number 3: total energy -8462.8150 eV. Number 4: total energy -33629.3698 eV. Number 5: total energy -21409.0515 eV. Number 6: total energy -35065.7461 eV. Number 7: total energy -57720.8809 eV. Number 8: total energy -57020.9771 eV. Number 9: total energy -9896.5037 eV. Number 10: total energy -40032.8668 eV. Number 11: total energy -150073.1554 eV. Number 12: total energy -47897.3291 eV.